Here is a 10-piece molecular cluster, C32H60O30 overall at a distorted geometry from OMol25. Energies are from ωB97M-V/def2-TZVPD.

Positions of all 122 atoms, in Å:
O 1.04 5.05 0.45
O 1.47 0.51 -5.39
O -4.40 -5.84 -3.76
O -4.42 4.78 -1.49
O -0.31 -1.14 -5.10
O 4.47 -2.33 -2.79
O 1.90 -1.56 0.71
O 5.28 -0.79 1.74
O 1.75 3.16 6.36
O 2.24 3.93 2.24
O -2.62 -5.76 -2.29
O 2.03 2.94 0.08
O -0.40 -2.23 0.84
O -4.01 -4.30 2.66
O 3.12 -0.33 -3.11
O -4.71 -4.56 -1.68
O 1.34 -1.22 -6.86
O 6.32 1.13 0.83
O 4.06 3.04 5.94
O 2.06 -2.30 -2.36
O 5.23 0.94 2.95
O -2.54 -3.13 3.86
O -3.69 -2.11 2.28
O -0.56 1.33 2.43
O -0.44 3.45 3.24
O -2.31 2.43 3.08
O -4.00 2.79 -2.67
O -2.84 3.49 -0.55
O 0.58 -0.64 -0.74
O 2.84 1.42 5.12
C -4.68 -3.97 1.44
C -5.82 -5.73 -4.05
C 1.81 0.97 4.27
C 0.66 5.97 1.41
C -2.83 1.16 2.90
C 2.02 -3.70 -1.92
C 3.21 -1.65 -2.77
C -3.35 -3.21 3.00
C 0.78 1.48 -4.51
C -1.64 0.41 2.26
C 0.69 -1.52 0.23
C -0.50 -0.76 -1.57
C -4.62 -2.46 1.34
C -5.14 5.33 -2.58
C -4.17 -1.79 0.02
C 0.74 -2.46 -7.38
C -4.22 1.32 2.16
C -1.12 2.50 2.88
C 0.83 -0.63 -5.70
C -2.09 -5.13 -1.12
C 2.66 1.70 0.46
C 4.16 4.11 6.87
C -1.69 2.66 -0.74
C -3.74 3.61 -1.55
C -3.97 -5.35 -2.60
C 2.20 -2.45 1.84
C 5.36 -1.39 0.43
C 5.69 0.45 1.89
C 2.84 2.54 5.76
C 4.22 0.33 -3.70
C 5.50 2.27 3.39
C 1.79 3.97 0.92
H -1.89 1.67 -0.49
H 4.96 0.62 -2.88
H -6.18 -6.23 -4.93
H -1.25 2.82 -1.75
H 2.06 0.06 3.66
H 3.75 1.06 -4.17
H 0.31 5.61 2.35
H -1.01 3.08 0.11
H -5.98 -4.68 -4.37
H -4.36 -4.61 0.64
H -3.99 -0.79 0.17
H 6.38 -1.31 -0.02
H 1.09 -3.74 -1.40
H -3.97 1.82 1.20
H -3.10 0.68 3.82
H 1.65 1.76 3.58
H 1.45 6.68 1.82
H -5.48 -1.96 1.70
H 1.89 -3.43 1.58
H 0.86 0.83 4.86
H 4.72 -0.94 -0.32
H -1.43 -0.38 -1.22
H -3.21 -2.38 -0.12
H -1.85 -4.06 -1.24
H -1.11 -5.71 -0.88
H 0.64 2.39 -5.15
H 5.14 -2.41 0.55
H -0.67 -1.86 -1.92
H -4.76 2.00 2.75
H -6.52 -5.94 -3.26
H 1.06 -2.49 -8.40
H 5.86 2.30 4.40
H -4.38 5.67 -3.31
H 2.65 1.00 -0.39
H 3.91 3.96 7.87
H -1.37 -0.50 2.75
H 4.65 3.04 3.53
H 3.21 -2.38 2.23
H 1.99 -4.27 -2.81
H 5.21 4.28 6.88
H 1.59 -2.06 2.66
H -1.91 0.28 1.23
H -5.76 4.56 -3.07
H 3.70 5.09 6.43
H 6.36 2.72 2.87
H 1.35 1.67 -3.64
H -2.67 -5.33 -0.24
H 2.93 -3.82 -1.33
H 2.00 1.19 1.14
H -0.17 6.64 1.01
H -5.71 -4.19 1.62
H 3.70 1.63 0.82
H -5.80 6.09 -2.23
H 4.77 -0.13 -4.51
H 1.10 -3.41 -6.82
H -5.03 -1.91 -0.73
H -0.17 1.11 -4.29
H -0.03 -0.32 -2.42
H -4.93 0.52 2.04
H -0.33 -2.35 -7.26

* largest force on an atom: 9.7 eV Å⁻¹
* E: -95567.106 eV
* molar mass: 924.80 u
* energy relative to the best compared isomer or geometry (same formula, charge and spin): 219.89 kcal/mol
* total charge: 0